Record 1
CH3FOS | wB97M-V/def2-TZVPD

Strongest force on any atom: 5.11 eV/A
SMILES: FC=S.O
Highest occupied orbital energy: -10.11 eV
M: 82.1 g/mol
Total energy: -613.1513 Eh
ΔE to the lowest compared entry with this formula, charge and spin: 18.2 kcal/mol

Geometry as ORCA input:
```
! wB97M-V def2-TZVPD RIJCOSX def2/J DEFGRID3
* xyz 0 1
F 0.92 0.93 -0.52
C 2.03 0.19 -0.19
S 1.88 -1.35 0.19
H 3.00 0.73 -0.22
O -1.76 0.41 -0.23
H -1.82 -0.11 -0.95
H -0.99 0.12 0.29
*
```



Record 2
C5H12N2 | wB97M-V/def2-TZVPD

Strongest force on any atom: 1.23 eV/A
SMILES: CCCC/N=C\N
Highest occupied orbital energy: -9.16 eV
M: 100.2 g/mol
Total energy: -307.1981 Eh
ΔE to the lowest compared entry with this formula, charge and spin: 19.6 kcal/mol

Geometry as ORCA input:
```
! wB97M-V def2-TZVPD RIJCOSX def2/J DEFGRID3
* xyz 0 1
C 2.54 0.36 0.03
C 1.30 0.64 -0.81
C 0.04 0.93 -0.01
C -0.33 -0.23 0.97
N -1.73 -0.19 1.32
C -2.59 -0.66 0.53
N -2.36 -1.35 -0.68
H 3.29 -0.11 -0.61
H 2.94 1.24 0.52
H 2.35 -0.36 0.84
H 1.51 1.50 -1.46
H 1.17 -0.16 -1.55
H -0.82 1.02 -0.67
H 0.17 1.83 0.58
H 0.24 -0.04 1.88
H 0.05 -1.18 0.57
H -3.62 -0.71 0.83
H -1.38 -1.59 -0.76
H -2.74 -0.95 -1.53
*
```



Record 3
C12H20BrFNO2 | wB97M-V/def2-TZVPD

Strongest force on any atom: 3.45 eV/A
SMILES: C=CCN(CC(C)C)[C@](Br)(CCCF)C(=O)[O-]
Highest occupied orbital energy: -4.39 eV
M: 309.2 g/mol
Total energy: -3348.3530 Eh

Geometry as ORCA input:
```
! wB97M-V def2-TZVPD RIJCOSX def2/J DEFGRID3
* xyz -1 1
C -0.27 -3.71 -0.46
C 0.57 -3.18 0.43
C 0.56 -1.72 1.00
N 0.31 -0.64 0.07
C -1.04 -0.56 -0.48
C -1.62 0.90 -0.64
C -2.97 0.70 -1.48
C -2.02 1.55 0.72
C 1.39 -0.16 -0.77
Br 3.09 -1.17 -0.76
C 1.77 1.30 -0.29
C 2.34 1.36 1.18
C 1.36 1.90 2.26
F 0.45 0.90 2.71
C 1.00 0.01 -2.32
O 0.84 -1.05 -2.95
O 0.89 1.15 -2.84
H 0.02 -4.67 -0.93
H -1.21 -3.23 -0.79
H 1.35 -3.86 0.85
H -0.26 -1.70 1.76
H 1.49 -1.59 1.61
H -1.21 -1.16 -1.42
H -1.72 -1.04 0.27
H -0.98 1.54 -1.29
H -3.83 1.25 -1.04
H -3.24 -0.39 -1.45
H -2.83 0.95 -2.55
H -2.90 2.23 0.57
H -1.22 2.20 1.12
H -2.36 0.78 1.45
H 0.93 2.01 -0.38
H 2.59 1.65 -0.96
H 3.20 2.08 1.17
H 2.74 0.40 1.56
H 0.82 2.81 1.91
H 1.97 2.17 3.16
*
```



Record 4
C11H22N2S | wB97M-V/def2-TZVPD

Strongest force on any atom: 2.50 eV/A
SMILES: CCCC[C@H]1CNC(=S)N1CCCC
Highest occupied orbital energy: -7.94 eV
M: 214.4 g/mol
Total energy: -940.0361 Eh
ΔE to the lowest compared entry with this formula, charge and spin: 16.0 kcal/mol

Geometry as ORCA input:
```
! wB97M-V def2-TZVPD RIJCOSX def2/J DEFGRID3
* xyz 0 1
C -2.76 -2.85 0.88
C -2.01 -3.13 -0.42
C -1.13 -1.96 -0.90
C -0.01 -1.71 0.15
C 1.05 -0.64 -0.24
C 1.67 -0.95 -1.68
N 1.03 0.06 -2.53
C 0.39 0.99 -1.82
S -0.44 2.32 -2.48
N 0.42 0.65 -0.50
C -0.44 1.38 0.48
C 0.34 1.80 1.76
C 1.65 2.57 1.53
C 1.51 3.88 0.73
H -1.99 -2.62 1.70
H -3.36 -1.95 0.88
H -3.42 -3.69 1.26
H -1.37 -4.01 -0.32
H -2.77 -3.43 -1.17
H -0.71 -2.19 -1.87
H -1.61 -1.00 -0.95
H 0.48 -2.71 0.30
H -0.39 -1.38 1.13
H 1.84 -0.63 0.51
H 1.43 -1.93 -1.98
H 2.72 -0.87 -1.63
H 1.04 0.15 -3.51
H -0.76 2.33 0.03
H -1.33 0.84 0.75
H 0.49 0.90 2.37
H -0.42 2.46 2.26
H 2.44 1.95 1.12
H 1.96 2.83 2.51
H 1.37 3.65 -0.34
H 0.66 4.47 1.11
H 2.46 4.43 0.85
*
```



Record 5
C6H14Cl4FNOP | wB97M-V/def2-TZVPD

Strongest force on any atom: 0.64 eV/A
Highest occupied orbital energy: -4.19 eV
M: 308.0 g/mol
Total energy: -2649.0665 Eh
ΔE to the lowest compared entry with this formula, charge and spin: 0.0 kcal/mol

Geometry as ORCA input:
```
! wB97M-V def2-TZVPD RIJCOSX def2/J DEFGRID3
* xyz -1 1
C 1.22 1.69 0.29
C 0.27 2.14 -0.83
F 0.15 3.58 -0.70
N -0.96 1.49 -0.94
P -1.98 1.38 0.28
O -2.22 2.46 1.29
H 2.17 1.36 -0.13
H 1.44 2.52 0.96
H 0.81 0.86 0.86
H 0.79 2.03 -1.79
H -1.75 0.20 1.05
H -3.18 1.03 -0.38
Cl -1.87 -1.21 -2.61
C -1.11 0.03 -3.62
C 0.23 -0.41 -4.15
Cl 1.48 -0.59 -2.88
H -1.04 0.92 -2.98
H -1.77 0.22 -4.46
H 0.60 0.34 -4.85
H 0.16 -1.36 -4.67
Cl 2.66 -1.36 4.08
C 1.13 -2.19 4.46
C 0.42 -2.68 3.23
Cl -0.21 -1.34 2.24
H 0.51 -1.50 5.02
H 1.38 -3.04 5.10
H -0.43 -3.29 3.52
H 1.08 -3.28 2.61
*
```



Record 6
C16H32BrFN2O5P3 | wB97M-V/def2-TZVPD

Strongest force on any atom: 6.13 eV/A
Highest occupied orbital energy: -3.35 eV
M: 524.3 g/mol
Total energy: -4812.3114 Eh
ΔE to the lowest compared entry with this formula, charge and spin: 136.5 kcal/mol

Geometry as ORCA input:
```
! wB97M-V def2-TZVPD RIJCOSX def2/J DEFGRID3
* xyz -1 1
C -2.20 0.84 4.22
C -2.72 0.52 2.74
C -1.89 1.18 1.54
Br -1.05 2.95 2.02
C -0.87 0.19 0.78
P 0.24 -0.83 1.93
C 1.19 0.16 3.21
C -0.68 -2.18 2.87
O -1.81 -0.86 0.33
C -0.93 -1.76 -0.42
O -1.11 -2.99 -0.45
C 0.18 -0.85 -1.18
N -0.10 -1.24 -2.62
P 2.02 -1.30 -1.02
C 3.03 -0.82 -2.54
C 4.44 -0.20 -1.98
C 2.20 -3.18 -0.77
C 2.47 -3.63 0.74
C -0.31 0.63 -0.68
C -1.29 1.08 -1.84
C -2.07 2.47 -1.65
O -3.51 2.21 -1.67
C -3.98 2.10 -3.02
O -4.97 2.74 -3.46
P 1.29 1.63 -0.84
N 0.93 3.36 -1.15
O 2.17 1.70 0.65
H -1.12 1.19 4.30
H -2.43 -0.05 4.92
H -2.85 1.71 4.64
H -3.78 1.00 2.68
H -2.93 -0.60 2.60
H -2.69 1.47 0.75
H 2.28 0.24 2.84
H 0.85 1.22 3.41
H 1.27 -0.41 4.21
H -0.01 -3.11 2.99
H -1.60 -2.54 2.28
H -1.05 -1.85 3.90
H 0.35 -0.59 -3.28
H 0.36 -2.16 -2.78
H 2.54 -0.02 -3.18
H 3.34 -1.75 -3.15
H 5.24 -1.01 -1.83
H 4.82 0.65 -2.64
H 4.22 0.20 -0.92
H 1.27 -3.73 -1.20
H 3.09 -3.58 -1.39
H 2.35 -4.77 0.83
H 1.75 -3.18 1.51
H 3.53 -3.39 1.10
H -2.10 0.28 -2.03
H -0.64 1.25 -2.79
H -1.81 3.05 -0.70
H -1.87 3.20 -2.52
H -3.48 1.35 -3.75
H 1.32 3.95 -0.40
H 1.34 3.62 -2.08
H 1.68 2.29 1.29
F -3.90 2.16 -5.34
*
```



Record 7
C60H62LaN2O5P4 | wB97M-V/def2-TZVPD

Strongest force on any atom: 3.04 eV/A
Highest occupied orbital energy: -8.65 eV
M: 1154.0 g/mol
Total energy: -4206.1800 Eh
ΔE to the lowest compared entry with this formula, charge and spin: 7.8 kcal/mol

Geometry as ORCA input:
```
! wB97M-V def2-TZVPD RIJCOSX def2/J DEFGRID3
* xyz 1 1
La -0.49 0.97 -0.11
C 1.22 4.65 0.61
P 2.21 3.32 -0.24
C 1.92 3.79 -1.92
C 2.36 2.88 -2.92
C 2.04 3.02 -4.25
C 1.29 4.16 -4.66
C 0.88 5.08 -3.72
C 1.21 4.94 -2.35
C 3.93 3.76 0.12
C 4.29 4.11 1.44
C 5.61 4.33 1.82
C 6.63 4.24 0.82
C 6.26 3.99 -0.49
C 4.93 3.73 -0.87
C 0.57 4.04 1.75
C 0.32 4.70 2.97
C -0.05 3.73 3.88
C -0.06 2.50 3.18
C -0.32 1.20 3.82
P 1.11 0.08 3.41
C 0.89 -1.57 4.04
C 2.00 -2.45 4.05
C 1.86 -3.81 4.27
C 0.64 -4.28 4.74
C -0.47 -3.44 4.79
C -0.33 -2.08 4.49
C 2.46 0.73 4.37
C 2.55 0.57 5.76
C 3.55 1.15 6.52
C 4.60 1.83 5.87
C 4.56 1.92 4.46
C 3.55 1.33 3.73
N 0.30 2.70 1.84
H 1.85 5.53 0.92
H 0.40 5.10 0.00
H 3.01 2.06 -2.58
H 2.46 2.33 -4.98
H 1.09 4.30 -5.73
H 0.29 5.94 -4.00
H 0.97 5.77 -1.64
H 3.48 4.21 2.18
H 5.85 4.54 2.85
H 7.66 4.30 1.15
H 7.02 3.91 -1.26
H 4.72 3.50 -1.90
H 0.46 5.75 3.16
H -0.35 3.89 4.92
H -0.47 1.38 4.90
H -1.26 0.77 3.41
H 2.98 -2.01 3.86
H 2.73 -4.48 4.17
H 0.52 -5.33 5.01
H -1.44 -3.83 5.11
H -1.17 -1.38 4.63
H 1.81 -0.08 6.24
H 3.55 1.08 7.60
H 5.37 2.30 6.45
H 5.36 2.44 3.94
H 3.63 1.41 2.64
C -0.89 -2.72 0.86
P -0.65 -3.61 -0.80
C -0.88 -5.34 -0.36
C -2.22 -5.80 -0.43
C -2.58 -6.98 0.17
C -1.63 -7.80 0.80
C -0.30 -7.44 0.70
C 0.08 -6.26 0.08
C 1.14 -3.48 -0.94
C 2.06 -3.44 0.12
C 3.44 -3.38 -0.15
C 3.91 -3.30 -1.46
C 2.98 -3.36 -2.53
C 1.65 -3.48 -2.25
C -2.05 -1.85 0.68
C -3.24 -1.96 1.42
C -4.19 -1.21 0.80
C -3.55 -0.62 -0.35
C -4.30 0.12 -1.37
P -3.24 0.50 -2.88
C -3.13 -1.13 -3.60
C -2.19 -1.21 -4.63
C -1.66 -2.42 -5.01
C -2.33 -3.60 -4.63
C -3.44 -3.51 -3.78
C -3.83 -2.27 -3.25
C -4.34 1.35 -3.94
C -4.80 0.87 -5.18
C -5.31 1.76 -6.10
C -5.40 3.14 -5.80
C -5.03 3.60 -4.53
C -4.55 2.69 -3.60
N -2.21 -0.94 -0.36
H -1.07 -3.45 1.67
H 0.02 -2.21 1.13
H -2.96 -5.19 -0.96
H -3.62 -7.27 0.17
H -1.96 -8.73 1.26
H 0.49 -8.11 1.05
H 1.11 -6.02 -0.07
H 1.68 -3.48 1.16
H 4.15 -3.25 0.69
H 4.97 -3.23 -1.68
H 3.33 -3.38 -3.56
H 0.92 -3.55 -3.03
H -3.36 -2.54 2.34
H -5.25 -1.18 1.05
H -5.23 -0.43 -1.64
H -4.64 1.09 -0.92
H -1.84 -0.30 -5.09
H -0.77 -2.44 -5.59
H -1.96 -4.56 -4.97
H -3.96 -4.43 -3.49
H -4.65 -2.21 -2.54
H -4.80 -0.19 -5.46
H -5.59 1.39 -7.09
H -5.75 3.78 -6.58
H -5.15 4.62 -4.24
H -4.23 3.04 -2.59
O -2.46 1.72 1.04
H -3.10 1.44 1.75
H -2.55 2.70 1.11
O -0.07 0.02 -2.34
H -0.74 -0.45 -2.89
H 0.52 0.48 -2.98
O 1.63 -0.31 -0.11
H 1.95 -1.25 -0.24
H 2.16 0.07 0.62
O -1.03 3.03 -1.60
H -1.48 2.74 -2.42
H -0.49 3.81 -1.89
O -4.36 0.89 2.91
H -5.15 1.22 3.36
H -4.57 -0.05 2.69
*
```



> Among the records above, which one has the highest M?

C60H62LaN2O5P4



Copy entry 6 word for word.
C16H32BrFN2O5P3 | wB97M-V/def2-TZVPD

Strongest force on any atom: 6.13 eV/A
Highest occupied orbital energy: -3.35 eV
M: 524.3 g/mol
Total energy: -4812.3114 Eh
ΔE to the lowest compared entry with this formula, charge and spin: 136.5 kcal/mol

Geometry as ORCA input:
```
! wB97M-V def2-TZVPD RIJCOSX def2/J DEFGRID3
* xyz -1 1
C -2.20 0.84 4.22
C -2.72 0.52 2.74
C -1.89 1.18 1.54
Br -1.05 2.95 2.02
C -0.87 0.19 0.78
P 0.24 -0.83 1.93
C 1.19 0.16 3.21
C -0.68 -2.18 2.87
O -1.81 -0.86 0.33
C -0.93 -1.76 -0.42
O -1.11 -2.99 -0.45
C 0.18 -0.85 -1.18
N -0.10 -1.24 -2.62
P 2.02 -1.30 -1.02
C 3.03 -0.82 -2.54
C 4.44 -0.20 -1.98
C 2.20 -3.18 -0.77
C 2.47 -3.63 0.74
C -0.31 0.63 -0.68
C -1.29 1.08 -1.84
C -2.07 2.47 -1.65
O -3.51 2.21 -1.67
C -3.98 2.10 -3.02
O -4.97 2.74 -3.46
P 1.29 1.63 -0.84
N 0.93 3.36 -1.15
O 2.17 1.70 0.65
H -1.12 1.19 4.30
H -2.43 -0.05 4.92
H -2.85 1.71 4.64
H -3.78 1.00 2.68
H -2.93 -0.60 2.60
H -2.69 1.47 0.75
H 2.28 0.24 2.84
H 0.85 1.22 3.41
H 1.27 -0.41 4.21
H -0.01 -3.11 2.99
H -1.60 -2.54 2.28
H -1.05 -1.85 3.90
H 0.35 -0.59 -3.28
H 0.36 -2.16 -2.78
H 2.54 -0.02 -3.18
H 3.34 -1.75 -3.15
H 5.24 -1.01 -1.83
H 4.82 0.65 -2.64
H 4.22 0.20 -0.92
H 1.27 -3.73 -1.20
H 3.09 -3.58 -1.39
H 2.35 -4.77 0.83
H 1.75 -3.18 1.51
H 3.53 -3.39 1.10
H -2.10 0.28 -2.03
H -0.64 1.25 -2.79
H -1.81 3.05 -0.70
H -1.87 3.20 -2.52
H -3.48 1.35 -3.75
H 1.32 3.95 -0.40
H 1.34 3.62 -2.08
H 1.68 2.29 1.29
F -3.90 2.16 -5.34
*
```



> strongest force on any atom of number 6 (C16H32BrFN2O5P3)?

6.13 eV/A